No. 1
A cluster of 2 separate species, C4H9NO4S2 in total at a distorted geometry. Source: OMol25; level of theory: ωB97M-V/def2-TZVPD.

Summary:
energy relative to the best compared isomer or geometry (same formula, charge and spin) = 56.2 kcal per mole
SMILES = NC(O)=C(O)O.O=C(S)CS
net charge = 0
HOMO-LUMO gap (alpha / beta) = 7.903 / 7.904 eV
E_HOMO (alpha / beta) = -7.56 / -7.56 eV

Last column: natural (NBO) charge in e.
Atoms and positions in Å:
N: -1.8061 -0.3637 0.7269  -0.8355
C: -1.1083 -0.2543 -0.4962  0.3184
O: -0.6121 -1.3261 -1.1580  -0.6879
C: -1.3857 0.8418 -1.2849  0.4912
O: -0.9264 0.8254 -2.5591  -0.7059
O: -1.9020 1.9443 -0.7545  -0.7186
H: -1.3845 -1.0312 1.3875  0.3632
H: -1.7917 0.6249 1.0272  0.4159
H: -0.8776 -2.2134 -0.7103  0.4880
H: -1.4353 0.2606 -3.2224  0.5038
H: -1.3388 2.6981 -0.3373  0.5216
O: 0.2478 1.7713 0.8240  -0.6471
C: 0.8481 0.8368 0.2976  0.4210
S: 1.6901 1.0300 -1.3035  -0.0120
C: 1.3595 -0.4643 0.9688  -0.6395
S: 2.8156 -0.2786 2.0096  0.0312
H: 1.5966 2.3035 -1.1771  0.1275
H: 0.5624 -0.8989 1.6500  0.2217
H: 1.5769 -1.2122 0.2911  0.2305
H: 3.3840 0.4374 1.1349  0.1125

***

No. 2
A structure of composition C19H17MoN2O5S. Source: OMol25; level of theory: ωB97M-V/def2-TZVPD.

Summary:
net charge = +3
HOMO-LUMO gap = 5.159 eV
E_HOMO = -17.87 eV

Last column: natural (NBO) charge in e.
Atoms and positions in Å:
Mo: -0.4276 -0.7542 -0.1085  1.6793
O: -2.0169 -2.1385 -0.3680  -0.7029
C: -2.4732 -3.0299 0.7118  -0.0800
C: -2.3783 -2.1768 1.9482  -0.2590
N: -0.9898 -1.6238 2.0120  -0.3936
C: -0.8610 -0.3476 2.7512  -0.3707
C: -0.2051 0.5799 1.7652  0.6144
O: 0.1967 1.6627 1.7555  -0.3405
O: -1.6442 0.5283 -0.5259  -0.5174
C: 0.0003 -2.6479 2.4398  -0.3683
C: 1.0426 -2.9622 1.3806  0.7911
O: 1.9189 -3.7212 1.3697  -0.3522
O: 0.7699 -2.0877 0.2493  -0.6383
H: -2.3692 -2.3906 -1.2381  0.5614
H: -1.8217 -3.9039 0.7236  0.2224
H: -3.4929 -3.3438 0.4988  0.2672
H: -2.6132 -2.7528 2.8460  0.2700
H: -3.0753 -1.3418 1.8838  0.2427
H: -0.2454 -0.4116 3.6521  0.2965
H: -1.8297 0.0747 3.0320  0.3016
H: -0.4964 -3.5823 2.7049  0.2864
H: 0.5396 -2.3173 3.3284  0.2856
S: 2.0355 2.7516 -1.3199  0.7474
C: 3.0617 1.3692 -1.2890  -0.2752
C: 4.4385 1.3798 -1.4705  -0.1513
C: 5.0734 0.1537 -1.5335  -0.1439
C: 4.3354 -1.0264 -1.4539  -0.1347
C: 2.9599 -1.0266 -1.2675  -0.2352
C: 2.3159 0.1991 -1.1461  0.1727
N: 0.9004 0.4696 -0.9755  -0.5617
C: 0.6573 1.8333 -1.1838  0.1074
C: -0.6411 2.4830 -1.2767  -0.1892
C: -0.7770 3.7943 -1.7466  -0.1096
C: -2.0346 4.3698 -1.8519  -0.1367
C: -3.1829 3.6578 -1.5139  -0.1088
C: -3.0930 2.3481 -1.0572  -0.2175
C: -1.8274 1.8107 -0.9517  0.3418
H: 4.9894 2.3044 -1.5813  0.2663
H: 6.1439 0.1120 -1.6811  0.2684
H: 4.8423 -1.9761 -1.5600  0.2615
H: 2.4376 -1.9667 -1.2639  0.2455
H: 0.0852 4.3691 -2.0597  0.2512
H: -2.1223 5.3841 -2.2175  0.2725
H: -4.1555 4.1212 -1.6147  0.2709
H: -3.9705 1.7734 -0.7964  0.2624

***

No. 3
A cluster of 4 separate species, C34H58N5O11S2 in total at a distorted geometry. Source: OMol25; level of theory: ωB97M-V/def2-TZVPD.

Summary:
net charge = +1
HOMO-LUMO gap = 5.902 eV
E_HOMO = -10.62 eV

Last column: Löwdin charge in e.
Atoms and positions in Å:
C: -12.3330 3.2016 1.3212  -0.1213
O: -11.7164 4.0730 2.3662  -0.2750
C: -10.9807 5.0847 1.5752  -0.2441
C: -9.8100 5.8210 2.4785  -0.1796
C: -9.0310 4.8181 3.5211  -0.2179
C: -8.5599 3.3943 2.8589  -0.1922
C: -7.5163 2.6824 3.9540  -0.2096
C: -6.0211 2.4290 3.3288  -0.2219
C: -5.3933 1.0332 3.9419  -0.2284
C: -3.7930 0.8247 3.5492  -0.1946
C: -3.6280 -0.7991 3.1866  -0.2058
C: -2.1155 -1.3710 3.4557  -0.2133
C: -1.1081 -1.2349 2.1276  -0.2030
C: 0.4055 -1.5271 2.6840  -0.1836
C: 1.6137 -1.2019 1.6251  -0.0539
C: 2.5554 -2.4998 1.1504  0.0320
C: 3.8433 -2.3847 0.1365  -0.0147
C: 4.2634 -0.9122 -0.4519  -0.0609
C: 5.6008 -0.7762 -1.4440  -0.2915
S: 6.6084 -2.3142 -1.8013  0.8996
C: 6.3167 -2.9768 -3.5282  -0.3368
C: 7.7997 -3.0569 -4.2975  -0.2929
O: 8.3156 -2.0289 -4.9992  -0.0180
O: 8.6330 -4.3056 -4.3010  -0.1094
C: 8.1590 -5.0233 -5.5122  -0.1111
C: 9.3959 -5.3409 -6.5919  -0.2557
C: 9.4533 -4.2587 -7.8314  -0.0575
O: 9.0977 -6.6724 -7.2055  -0.1174
C: 10.3221 -7.1401 -7.9317  -0.2922
O: 11.3273 -7.6644 -7.2256  0.0002
C: 10.4327 -7.0279 -9.5740  -0.4620
S: 11.2709 -8.5586 -10.3097  0.6407
N: 5.9386 0.6201 -2.0052  -0.1124
C: 7.1365 0.7994 -2.9479  -0.2037
N: 6.6076 0.4395 -4.3466  -0.0089
C: 5.1203 1.8716 -1.7001  0.0306
C: 3.7985 1.8439 -0.6934  0.0534
C: 3.3212 0.3968 -0.0224  -0.0222
C: 2.0129 0.2653 1.0116  -0.0850
C: 1.1708 1.6096 1.4250  -0.0889
H: -11.4821 2.4503 0.9759  0.1037
H: -13.2586 2.6063 1.7610  0.1085
H: -12.6567 3.9363 0.4464  0.0990
H: -11.7898 5.8858 1.2168  0.1347
H: -10.5497 4.5933 0.6031  0.1182
H: -10.3579 6.6583 3.1133  0.0993
H: -9.0086 6.3648 1.7834  0.1233
H: -8.0376 5.3859 3.8446  0.0964
H: -9.7145 4.6856 4.4708  0.1271
H: -8.0879 3.4963 1.7859  0.1137
H: -9.4989 2.6674 2.7642  0.1100
H: -7.4268 3.4006 4.8971  0.1113
H: -7.9602 1.6696 4.3718  0.1114
H: -6.0587 2.4076 2.1370  0.1158
H: -5.3254 3.3131 3.7000  0.1033
H: -6.0142 0.1225 3.5004  0.1146
H: -5.5627 1.0271 5.1127  0.1020
H: -3.5545 1.4816 2.6107  0.1098
H: -3.1697 1.1282 4.4938  0.0770
H: -4.3374 -1.3530 3.9694  0.1175
H: -4.0673 -1.0296 2.1268  0.1175
H: -2.0695 -2.5062 3.7702  0.1169
H: -1.6063 -0.7396 4.3070  0.1062
H: -1.2761 -0.1727 1.6667  0.0935
H: -1.4661 -2.0238 1.3124  0.1295
H: 0.5371 -0.9303 3.6880  0.1259
H: 0.4492 -2.6920 2.9375  0.1283
H: 2.2835 -3.5718 1.5727  0.1088
H: 4.4152 -3.3849 -0.1231  0.0813
H: 5.5226 -2.3804 -4.1488  0.1228
H: 5.9935 -4.1180 -3.3979  0.0816
H: 7.7491 -6.0690 -5.1616  0.1455
H: 7.3478 -4.3858 -6.1025  0.1533
H: 10.4087 -5.4520 -6.0078  0.1670
H: 9.4180 -3.1352 -7.4655  0.0943
H: 10.4517 -4.3509 -8.4764  0.0889
H: 8.5669 -4.4879 -8.5691  0.1028
H: 9.3524 -6.9224 -10.0486  0.0991
H: 11.0388 -6.0671 -9.9062  0.0958
H: 11.3195 -8.2983 -11.6910  -0.1195
H: 7.3530 1.9622 -2.9926  0.1353
H: 8.0695 0.1662 -2.6275  0.1365
H: 6.9045 1.1740 -5.0448  0.0949
H: 5.5571 0.3561 -4.3195  0.0840
H: 5.4401 2.8843 -2.1977  0.1299
H: 3.2402 2.8525 -0.4875  0.0955
H: 1.5286 2.5698 0.8332  0.0699
H: 1.4439 1.8328 2.5658  0.1114
H: 0.0125 1.5411 1.2750  0.0801
C: -8.3018 9.0054 3.9225  0.0413
N: -7.0058 8.3513 4.2489  -0.4168
O: -6.3777 8.7922 5.2186  0.0552
O: -6.6557 7.4140 3.5224  0.0318
H: -8.4825 9.8089 4.6397  0.0982
H: -8.2238 9.4037 2.9088  0.1056
H: -9.0816 8.2442 3.9915  0.0756
C: 4.6175 -7.2260 -2.3490  0.0502
N: 3.8601 -5.9962 -1.9915  -0.4111
O: 3.1091 -6.0590 -1.0111  0.0641
O: 4.0408 -5.0028 -2.7052  0.0141
H: 4.3623 -8.0167 -1.6403  0.1021
H: 4.3273 -7.5086 -3.3630  0.1076
H: 5.6812 -6.9859 -2.2925  0.1022
C: -3.3088 2.9911 7.8659  0.0487
N: -3.7277 2.3947 6.5688  -0.3977
O: -3.8355 3.1591 5.6028  0.0546
O: -3.9367 1.1760 6.5570  0.0230
H: -3.1607 4.0646 7.7298  0.0992
H: -4.1047 2.8003 8.5887  0.1052
H: -2.3763 2.5081 8.1648  0.1023

***

No. 4
A cluster of 2 separate species, C4H12N2O2 in total at a distorted geometry. Source: OMol25; level of theory: ωB97M-V/def2-TZVPD.

Summary:
energy relative to the best compared isomer or geometry (same formula, charge and spin) = 158.0 kcal per mole
2S+1 = 2
net charge = +1
HOMO-LUMO gap (alpha / beta) = 7.527 / 5.094 eV
E_HOMO (alpha / beta) = -13.50 / -13.32 eV

Last column: Löwdin spin population.
Atoms and positions in Å:
C: 0.2256 -1.0124 -2.3145  -0.0095
N: 0.7295 -0.6944 -0.9540  0.0429
C: -0.2496 -1.0443 0.0618  0.0642
C: 0.3718 -0.8736 1.4751  0.1400
N: 0.9060 0.5379 1.7177  0.6311
C: -0.0303 1.6423 1.6780  0.0803
O: -0.3899 -1.1905 2.4859  0.8914
H: 0.4287 -2.0672 -2.4821  -0.0031
H: -0.8413 -0.7836 -2.4198  -0.0069
H: 0.7459 -0.3828 -3.0371  0.0009
H: -1.1119 -0.3792 -0.0490  0.0042
H: -0.6301 -2.0661 0.0675  -0.0008
H: 1.3057 -1.4714 1.4361  0.0641
H: 1.2776 0.4603 2.6729  0.0103
H: -1.0185 1.2961 2.0269  0.0438
H: -0.2137 1.8977 0.6325  0.0112
H: 0.2981 2.4748 2.2858  0.0014
H: -1.4735 1.9582 -2.5497  -0.0164
H: 0.7933 0.3157 -0.9042  0.0008
O: -1.1234 1.3827 -1.8298  -0.9499

***

No. 5
A cluster of 2 separate species, C2H4N in total at a distorted geometry. Source: OMol25; level of theory: ωB97M-V/def2-TZVPD.

Summary:
energy relative to the best compared isomer or geometry (same formula, charge and spin) = 140.0 kcal per mole
net charge = +1
HOMO-LUMO gap (alpha / beta) = 7.875 / 7.897 eV
E_HOMO (alpha / beta) = -16.78 / -16.41 eV

Last column: natural (NBO) charge in e.
Atoms and positions in Å:
C: -1.3835 1.7762 0.5539  -0.1074
C: -0.6066 0.8581 0.4574  0.0601
N: 0.7881 -1.3159 -0.4338  -0.4827
H: -1.5095 2.7975 0.4960  0.2490
H: 1.5463 -0.8119 -0.0597  0.4080
H: 0.8159 -1.6457 -1.4027  0.4474
H: 0.3492 -1.6583 0.3888  0.4256

***

No. 6
An isolated molecule of C23H28N2O3S at a distorted geometry. Source: OMol25; level of theory: ωB97M-V/def2-TZVPD.

Summary:
energy relative to the best compared isomer or geometry (same formula, charge and spin) = 52.0 kcal per mole
SMILES = C=CCN(c1ccccc1)S(=O)(=O)c1cccc(C(=O)N2C[C@H](C)C[C@@H](C)C2)c1
net charge = 0
HOMO-LUMO gap = 9.562 eV
E_HOMO = -8.99 eV

Last column: natural (NBO) charge in e.
Atoms and positions in Å:
C: -0.6096 -2.0877 -2.2269  -0.4075
C: 0.6464 -2.1997 -1.8370  -0.1584
C: 1.5952 -1.0441 -1.7640  -0.2795
N: 2.4370 -1.1289 -0.5830  -0.6917
C: 3.6361 -0.3877 -0.5701  0.2059
C: 3.7822 0.8085 -1.2663  -0.2728
C: 4.9813 1.4978 -1.2142  -0.1953
C: 6.0365 1.0117 -0.4626  -0.2176
C: 5.8908 -0.1775 0.2336  -0.2028
C: 4.7022 -0.8805 0.1762  -0.2162
S: 1.6016 -1.0990 0.8774  2.3288
O: 0.5831 -2.1060 0.8410  -0.9289
O: 2.5505 -1.1359 1.9462  -0.9258
C: 0.8043 0.5016 0.8365  -0.3502
C: 1.4716 1.6409 1.2426  -0.1759
C: 0.8317 2.8647 1.1217  -0.2098
C: -0.4538 2.9339 0.6058  -0.1726
C: -1.1223 1.7794 0.2150  -0.0439
C: -2.4739 1.8486 -0.4352  0.6530
O: -2.6242 2.4792 -1.4684  -0.6243
N: -3.4724 1.1718 0.1628  -0.4301
C: -3.4026 0.4454 1.4090  -0.2072
C: -3.9318 -0.9975 1.2371  -0.2367
C: -3.0678 -1.9844 2.0183  -0.6034
C: -3.9672 -1.3598 -0.2487  -0.3881
C: -4.8761 -0.4183 -1.0563  -0.2261
C: -6.3346 -0.8654 -1.0256  -0.6037
C: -4.7430 1.0173 -0.5096  -0.2268
C: -0.4699 0.5554 0.3140  -0.2223
H: -1.2579 -2.9430 -2.2994  0.2062
H: -1.0376 -1.1354 -2.5007  0.1913
H: 1.0679 -3.1559 -1.5686  0.2157
H: 2.2663 -1.0839 -2.6308  0.2343
H: 1.0334 -0.0992 -1.8068  0.1980
H: 2.9632 1.2087 -1.8449  0.2204
H: 5.0846 2.4244 -1.7595  0.2146
H: 6.9680 1.5558 -0.4212  0.2152
H: 6.7112 -0.5645 0.8190  0.2172
H: 4.5769 -1.8046 0.7150  0.2366
H: 2.4676 1.5520 1.6470  0.2438
H: 1.3372 3.7681 1.4272  0.2236
H: -0.9495 3.8873 0.5018  0.2278
H: -2.3761 0.4301 1.7722  0.2206
H: -4.0118 0.9781 2.1521  0.1941
H: -4.9532 -1.0497 1.6278  0.1963
H: -3.4873 -2.9856 1.9526  0.2110
H: -3.0234 -1.7025 3.0680  0.2079
H: -2.0525 -2.0156 1.6266  0.2207
H: -2.9501 -1.3154 -0.6425  0.2035
H: -4.3150 -2.3872 -0.3636  0.2144
H: -4.5367 -0.4305 -2.0965  0.2072
H: -6.4420 -1.8449 -1.4854  0.2110
H: -6.7005 -0.9243 -0.0030  0.1991
H: -6.9567 -0.1607 -1.5726  0.2112
H: -4.7938 1.7519 -1.3138  0.2503
H: -5.5401 1.2230 0.2118  0.1885
H: -0.9321 -0.3669 -0.0014  0.2492

***

Number 1: electronic energy -35641.73102 eV. Number 2: electronic energy -45857.95761 eV. Number 3: electronic energy -87802.25072 eV. Number 4: electronic energy -11403.76119 eV. Number 5: electronic energy -3613.45748 eV. Number 6: electronic energy -44263.05840 eV.